[1]
Below is a 2-piece molecular cluster, C6H6O2 overall, with properties calculated with ωB97M-V with the def2-TZVPD basis set.

Geometry as XYZ:
```
14
C6H6O2, DFT ωB97M-V with the def2-TZVPD basis set
C 2.247 0.300 -2.055
C 2.356 0.683 -0.786
C 2.175 1.132 0.383
O 1.878 1.347 1.491
H 1.809 -0.698 -2.234
H 2.417 0.890 -3.080
O 0.136 -1.463 0.280
C -0.905 -0.885 0.528
C -1.693 0.284 0.413
C -2.123 -0.937 1.239
H -1.371 1.025 1.057
H -2.040 0.605 -0.524
H -2.847 -1.699 1.075
H -2.037 -0.583 2.213
```

Values from the calculation:
Energy ... -382.51825 hartree
SMILES ... C=C=C=O.O=C1CC1
HOMO energy ... -8.60 eV
Spin multiplicity ... 1
Charge ... 0
Energy above the lowest of the compared OMol25 structures with the same formula, charge and spin ... 439.7 kJ/mol

For reference, the natural (NBO) charges in units of e are: -0.23 -0.34 0.63 -0.47 0.20 0.21 -0.50 0.59 -0.51 -0.53 0.24 0.23 0.24 0.24

***

[2]
Below is C14H42O7RbS7 as an isolated structure, with properties calculated with ωB97M-V with the def2-TZVPD basis set.

Geometry as XYZ:
```
71
C14H42O7RbS7, DFT ωB97M-V with the def2-TZVPD basis set
Rb -24.143 29.675 23.624
C -28.925 30.782 24.016
S -27.735 30.328 25.271
O -26.393 30.703 24.750
C -28.161 31.651 26.423
H -28.788 30.118 23.165
H -28.739 31.814 23.716
H -29.930 30.670 24.420
H -27.664 31.432 27.366
H -29.234 31.767 26.547
H -27.688 32.543 26.008
C -23.788 30.017 27.517
S -22.312 30.777 26.870
O -22.169 30.203 25.504
C -23.060 32.397 26.681
H -24.625 30.293 26.871
H -23.983 30.357 28.533
H -23.638 28.940 27.472
H -22.309 33.154 26.472
H -23.619 32.667 27.578
H -23.785 32.319 25.865
C -24.953 25.455 23.682
S -25.863 26.566 24.756
O -26.166 27.775 23.940
C -27.352 25.586 24.941
H -24.145 26.065 23.272
H -25.576 25.106 22.859
H -24.536 24.647 24.280
H -27.047 24.584 25.242
H -27.912 25.564 24.007
H -27.940 26.048 25.732
C -25.855 34.351 23.870
S -24.245 33.876 23.218
O -24.334 32.407 23.002
C -24.437 34.669 21.624
H -26.586 33.798 23.280
H -25.997 35.426 23.767
H -25.907 34.080 24.921
H -23.533 34.448 21.060
H -24.491 35.742 21.806
H -25.323 34.307 21.106
C -19.552 28.081 23.742
S -20.886 26.924 23.938
O -22.134 27.613 23.476
C -20.363 25.833 22.637
H -18.614 27.584 23.982
H -19.774 28.937 24.374
H -19.517 28.427 22.708
H -21.128 25.098 22.406
H -19.470 25.313 22.992
H -20.094 26.406 21.749
C -21.424 30.026 21.178
S -20.014 31.028 20.762
O -18.867 30.486 21.531
C -19.829 30.426 19.083
H -21.296 28.974 20.914
H -22.316 30.364 20.642
H -21.616 30.092 22.246
H -18.864 30.775 18.722
H -20.607 30.868 18.457
H -19.884 29.339 19.068
C -25.241 26.650 19.708
S -25.186 28.435 19.575
O -24.622 28.926 20.851
C -23.871 28.510 18.377
H -24.303 26.311 20.150
H -25.396 26.229 18.716
H -26.063 26.393 20.372
H -22.990 27.964 18.714
H -23.605 29.563 18.269
H -24.217 28.141 17.412
```

Values from the calculation:
Energy ... -3896.38117 hartree
HOMO energy ... -10.69 eV
Spin multiplicity ... 1
Charge ... +1

For reference, the Löwdin charges in units of e are: 0.90 -0.24 0.83 -0.68 -0.24 0.06 0.06 0.06 0.05 0.06 0.05 -0.25 0.85 -0.66 -0.25 0.04 0.06 0.06 0.06 0.06 0.04 -0.24 0.82 -0.66 -0.25 0.03 0.06 0.06 0.06 0.06 0.05 -0.24 0.82 -0.65 -0.25 0.06 0.06 0.04 0.05 0.06 0.07 -0.25 0.84 -0.65 -0.26 0.07 0.06 0.03 0.05 0.06 0.06 -0.29 0.83 -0.54 -0.26 0.05 0.05 0.02 0.05 0.05 0.05 -0.25 0.84 -0.62 -0.26 0.06 0.06 0.05 0.06 0.05 0.06

***

[3]
Below is C42H50Br2GeN2O2ReSSi4Te as an isolated structure, with properties calculated with ωB97M-V with the def2-TZVPD basis set.

Geometry as XYZ:
```
106
C42H50Br2GeN2O2ReSSi4Te, DFT ωB97M-V with the def2-TZVPD basis set
Re -0.686 0.281 -0.348
Br -5.386 -1.017 -1.927
C -4.802 -0.587 -0.192
C -5.714 -0.640 0.879
C -5.332 -0.329 2.152
Br -6.608 -0.375 3.544
C -3.989 0.029 2.429
C -3.469 0.367 3.696
C -2.143 0.681 3.826
C -1.309 0.632 2.702
N -1.760 0.319 1.504
C -3.091 0.046 1.345
C -3.490 -0.213 0.001
O -2.598 -0.095 -0.958
H -6.738 -0.923 0.676
H -4.129 0.379 4.553
H -1.724 0.958 4.783
H -0.251 0.852 2.772
O -0.005 -0.203 -2.269
N 1.318 -0.120 -2.454
C 1.717 0.085 -3.721
C 3.048 0.243 -4.022
C 3.976 0.223 -2.990
C 3.535 -0.003 -1.700
C 2.194 -0.213 -1.432
S 1.524 -0.436 0.212
H 0.905 0.132 -4.431
H 3.338 0.421 -5.047
H 5.025 0.394 -3.184
H 4.230 0.012 -0.873
C 1.697 -4.162 3.670
Si 0.952 -2.615 2.918
C -0.895 -2.600 3.197
C 1.849 -1.114 3.587
Si 1.337 -2.751 0.573
Te -0.747 -2.929 -0.748
Si -1.366 -5.375 -0.378
C -0.348 -5.974 1.065
C -0.958 -6.271 -1.957
C -3.189 -5.389 -0.016
Si 3.432 -3.603 -0.194
C 4.806 -2.564 0.539
C 3.349 -3.656 -2.060
C 3.667 -5.326 0.507
H 1.548 -4.149 4.753
H 2.771 -4.223 3.492
H 1.234 -5.072 3.286
H -1.124 -2.337 4.233
H -1.311 -3.590 3.001
H -1.411 -1.898 2.539
H 1.663 -1.026 4.660
H 1.535 -0.184 3.111
H 2.927 -1.210 3.443
H 0.717 -5.880 0.857
H -0.552 -7.030 1.266
H -0.583 -5.413 1.970
H 0.118 -6.401 -2.081
H -1.334 -5.722 -2.821
H -1.424 -7.259 -1.957
H -3.424 -4.807 0.876
H -3.536 -6.414 0.138
H -3.752 -4.967 -0.851
H 4.756 -1.503 0.301
H 5.764 -2.953 0.186
H 4.799 -2.655 1.628
H 3.002 -2.714 -2.485
H 2.654 -4.435 -2.379
H 4.328 -3.880 -2.490
H 3.508 -5.349 1.584
H 4.692 -5.659 0.321
H 3.004 -6.062 0.052
C -0.358 1.948 -0.402
Ge -0.279 3.852 -0.807
C 1.313 4.151 -1.883
C 2.430 4.830 -1.403
C 3.542 5.029 -2.213
C 3.545 4.551 -3.516
C 2.438 3.872 -4.007
C 1.331 3.672 -3.194
C -1.871 4.215 -1.857
C -1.884 5.244 -2.797
C -3.044 5.544 -3.497
C -4.202 4.816 -3.264
C -4.199 3.784 -2.336
C -3.038 3.487 -1.636
C -0.266 4.810 0.879
C 0.077 6.160 0.942
C -0.021 6.859 2.137
C -0.474 6.220 3.282
C -0.830 4.879 3.230
C -0.725 4.182 2.035
H 2.441 5.206 -0.386
H 4.401 5.564 -1.830
H 4.405 4.720 -4.152
H 2.432 3.515 -5.030
H 0.460 3.159 -3.592
H -0.982 5.814 -2.996
H -3.044 6.345 -4.226
H -5.108 5.050 -3.809
H -5.098 3.207 -2.161
H -3.040 2.662 -0.931
H 0.419 6.680 0.054
H 0.252 7.906 2.173
H -0.557 6.767 4.211
H -1.196 4.381 4.119
H -1.011 3.137 1.996
```

Values from the calculation:
Energy ... -11017.78103 hartree
HOMO energy ... -9.80 eV
Spin multiplicity ... 1
Charge ... +1
Energy above the lowest of the compared OMol25 structures with the same formula, charge and spin ... 0.0 kJ/mol

Löwdin atomic charge list, values in e, 99 entries: 1.01 0.81 -0.60 -0.15 -0.63 0.80 -0.18 0.00 -0.03 -0.15 -0.05 -0.14 -0.43 -0.29 0.10 0.09 0.12 0.10 -0.33 -0.16 0.01 -0.02 -0.02 -0.06 -0.51 0.61 0.15 0.12 0.12 0.10 -0.21 0.36 -0.20 -0.21 0.09 0.81 0.23 -0.22 -0.23 -0.22 0.38 -0.19 -0.20 -0.21 0.04 0.02 0.02 0.05 0.02 0.00 0.04 -0.01 0.04 0.01 0.05 0.01 0.03 0.03 0.04 0.03 0.04 0.04 0.00 0.05 0.04 0.01 0.03 0.04 0.02 0.04 0.03 -0.35 0.94 -0.28 -0.10 -0.08 -0.09 -0.10 -0.12 -0.28 -0.11 -0.08 -0.08 -0.07 -0.10 -0.28 -0.11 -0.08 -0.08 -0.08 -0.11 0.10 0.11 0.10 0.10 0.11 0.10 0.10 0.11

***

[4]
Below is a 2-piece molecular cluster, CH6N4O2 overall, with properties calculated with ωB97M-V with the def2-TZVPD basis set.

Geometry as XYZ:
```
13
CH6N4O2, DFT ωB97M-V with the def2-TZVPD basis set
N -0.423 0.949 0.759
N 0.435 0.020 1.252
C -0.081 -0.955 -1.010
N 0.879 -0.380 -1.706
O -1.736 0.495 1.116
O 1.743 0.580 1.108
N -1.247 -1.327 -1.091
H -1.994 0.990 1.912
H 1.530 1.529 1.061
H 0.469 -0.950 0.438
H 1.727 -0.157 -1.189
H 0.582 0.354 -2.342
H -1.885 -1.147 -0.308
```

Values from the calculation:
Energy ... -410.94254 hartree
HOMO energy (alpha / beta) ... -8.06 / -7.57 eV
Spin multiplicity ... 1
Charge ... 0
Energy above the lowest of the compared OMol25 structures with the same formula, charge and spin ... 645.9 kJ/mol

For reference, the natural (NBO) charges in units of e are: -0.14 -0.05 0.46 -0.80 -0.63 -0.57 -0.67 0.48 0.48 0.21 0.42 0.40 0.43

***

[5]
Below is one molecule with the formula C5H8N2, with properties calculated with ωB97M-V with the def2-TZVPD basis set.

Geometry as XYZ:
```
15
C5H8N2, DFT ωB97M-V with the def2-TZVPD basis set
C 0.243 -1.743 0.445
C 0.493 -0.528 -0.459
N -0.459 -0.636 -1.562
C -1.288 0.335 -1.406
C -0.976 1.249 -0.313
C 0.169 0.783 0.233
N 0.906 1.289 1.282
H 0.145 -2.628 -0.189
H 1.042 -1.910 1.172
H -0.700 -1.610 0.984
H 1.522 -0.554 -0.843
H -2.144 0.440 -2.070
H -1.542 2.127 -0.024
H 0.685 2.248 1.520
H 1.905 1.141 1.229
```

Values from the calculation:
Energy ... -304.81329 hartree
SMILES ... C[C@H]1N=CC=C1N
HOMO energy ... -8.24 eV
Spin multiplicity ... 1
Charge ... 0
Energy above the lowest of the compared OMol25 structures with the same formula, charge and spin ... 58.3 kJ/mol

For reference, the natural (NBO) charges in units of e are: -0.59 -0.14 -0.42 0.08 -0.41 0.24 -0.79 0.23 0.21 0.21 0.21 0.19 0.22 0.38 0.38

***

What are the maximum force values for these records? In order: 4.2, 0.9, 0.8, 2.8, 0.4 eV/A.